No. 1
DFT (ωB97M-V/def2-TZVPD) results for a 2-piece molecular cluster, C2H8BN overall.

As for the frontier orbital gap: 9.66 eV. The value obtained for the HOMO energy is -9.0184 eV.

```
! RIJCOSX wB97M-V def2-TZVPD def2/J DEFGRID3
* xyz 0 1
B -0.52 0.14 -1.45
C 1.25 0.80 0.14
C -0.64 -0.68 0.85
N 0.07 0.11 -0.19
H -0.07 0.95 -2.19
H -2.15 -1.24 -1.52
H 1.22 1.64 -0.58
H 1.38 1.26 1.21
H 2.21 0.24 0.00
H -1.12 -0.07 1.57
H -1.52 -0.99 0.17
H -0.03 -1.41 1.24
*
```

=====

No. 2
DFT (ωB97M-V/def2-TZVPD) results for a 2-piece molecular cluster, C5H12NO overall.

As for the frontier orbital gap (spin up / spin down): 10.42 / 9.20 eV. The value obtained for the HOMO energy (spin up / spin down) is -9.4542 / -9.7224 eV.

```
! RIJCOSX wB97M-V def2-TZVPD def2/J DEFGRID3
* xyz 0 2
C 0.93 -0.97 0.95
N 0.62 0.45 0.95
C -0.74 0.82 0.77
C -1.22 0.68 -0.65
C -2.00 -0.52 -1.03
O -2.44 -0.78 -2.14
C 1.95 -1.40 -0.14
H 1.49 -1.08 1.91
H 0.07 -1.66 0.94
H 0.68 2.93 -0.09
H -1.48 0.36 1.46
H -0.84 1.88 0.99
H -1.41 1.61 -1.19
H -0.57 -0.09 -1.24
H -1.91 -1.32 -0.24
H 0.42 3.62 -0.07
H 2.84 -0.80 0.00
H 2.22 -2.47 -0.12
H 1.36 -1.26 -1.05
*
```